1.
ORCA calculation (wB97M-V/def2-TZVPD) on C29H27BrCoN3PS2Se2 as an isolated structure.

## Properties
Energy above the lowest of the compared OMol25 structures with the same formula, charge and spin: 46.2 kJ/mol
HOMO energy (alpha / beta): -10.104 / -10.147 eV
Multiplicity: 5
Charge: +1

The geometry in XYZ format:
```
66
Properties=species:S:1:pos:R:3:forces:R:3
Co 0.23301 -0.44056 0.02809 -0.4 0.3 0.0
S 2.06436 -3.14229 0.95571 0.0 0.0 0.0
C 2.43177 -1.68130 1.65005 0.0 0.2 0.1
N 1.83511 -0.49574 1.38618 0.1 -0.3 -0.2
C 2.30178 0.49249 2.19039 0.0 0.0 0.0
C 1.85247 1.82840 2.20205 0.0 0.0 0.0
C 2.42700 2.69723 3.08306 0.0 0.0 0.0
C 3.45298 2.28587 3.96696 0.0 0.0 0.0
C 3.90915 0.99261 3.98222 0.0 0.0 0.0
C 3.32457 0.08844 3.09151 0.0 0.0 0.0
S 3.64168 -1.57483 2.90004 0.0 0.0 0.0
H 1.05812 2.13817 1.54119 0.0 0.0 0.0
H 2.08317 3.72040 3.11836 0.0 0.1 0.0
H 3.87985 3.00971 4.64846 0.0 0.0 0.0
H 4.68827 0.67708 4.66195 0.0 0.0 0.0
Se -2.91415 1.85763 0.65774 0.0 -0.3 -0.4
P -2.46114 3.97889 1.16864 -0.1 0.1 0.2
Se -1.46490 0.23134 1.57035 0.1 0.1 0.3
C -0.81638 4.46583 0.54425 0.0 0.0 0.0
C 0.06097 3.60210 -0.09665 0.0 0.1 0.0
C 1.27553 4.06139 -0.59075 0.0 0.0 0.0
C 1.62489 5.39511 -0.44525 0.0 0.0 0.0
C 0.74643 6.27241 0.17934 0.0 0.0 0.0
C -0.47136 5.81478 0.65874 0.0 0.0 0.0
C -2.23115 3.96413 2.98485 0.0 0.0 0.0
C -3.30016 3.50640 3.75738 0.0 0.0 0.0
C -3.22760 3.51920 5.13924 0.0 0.0 0.0
C -2.09234 4.00794 5.77398 0.0 0.0 0.0
C -1.03512 4.48259 5.01530 0.0 0.0 0.0
C -1.10185 4.45843 3.62783 0.1 0.0 0.0
H -0.22066 2.56643 -0.20943 0.0 0.0 0.0
H 1.95058 3.37496 -1.08984 0.0 0.0 0.0
H 2.57195 5.75589 -0.82571 0.0 0.0 0.0
H 1.00592 7.31823 0.28292 0.0 0.0 0.0
H -1.16012 6.51215 1.12314 0.0 0.0 0.0
H -4.19092 3.12635 3.27114 0.0 0.0 0.0
H -4.06408 3.15895 5.72397 0.0 0.0 0.0
H -2.03746 4.02253 6.85470 0.0 0.0 0.0
H -0.15416 4.88239 5.50268 0.0 0.0 0.0
H -0.27002 4.84063 3.05024 0.0 0.0 0.0
C -1.56316 0.82766 -4.76808 0.0 0.0 0.0
C -2.02559 1.47757 -3.45549 0.0 0.0 0.0
C -2.00574 3.00994 -3.55248 0.0 0.0 0.0
C -3.42081 0.97308 -3.06197 0.0 0.0 0.0
C -1.07524 1.08462 -2.40630 0.0 0.0 0.0
N -0.32100 0.77031 -1.60295 0.3 -0.2 0.0
H -2.21547 1.16788 -5.57260 0.0 0.0 0.0
H -1.62666 -0.25939 -4.71162 0.0 0.0 0.0
H -0.53936 1.10972 -5.01482 0.0 0.0 0.0
H -2.71143 3.31663 -4.32486 0.0 0.0 0.0
H -1.01535 3.37913 -3.81999 0.0 0.0 0.0
H -2.30479 3.46249 -2.60660 0.0 0.0 0.0
H -4.12422 1.27785 -3.83738 0.0 0.0 0.0
H -3.73838 1.39706 -2.11167 0.0 0.0 0.0
H -3.44103 -0.11500 -2.98683 0.0 0.0 0.0
Br -2.90489 -4.99357 -1.53599 0.0 0.0 0.0
C -1.42835 -3.89417 -1.89948 0.0 0.0 0.0
C -0.64309 -4.09494 -3.02241 0.0 0.0 0.0
C 0.42574 -3.23915 -3.24435 0.0 0.0 0.0
C 0.66731 -2.22230 -2.34230 0.0 0.0 0.0
N -0.08842 -2.04394 -1.25462 0.0 0.0 0.1
C -1.11922 -2.86004 -1.03078 0.0 0.0 0.0
H -0.86401 -4.90257 -3.70709 0.0 0.0 0.0
H 1.06153 -3.35774 -4.11029 0.0 0.0 0.0
H 1.48454 -1.52680 -2.48851 0.0 0.0 0.0
H -1.70882 -2.67700 -0.14021 0.0 0.0 0.0
```
Positions in Å, forces in eV/Å.

These are the natural (NBO) partial charges, in e, on atoms 1 to 6: atom 1 (Co): 1.328, atom 2 (S): 0.157, atom 3 (C): -0.216, atom 4 (N): -0.572, atom 5 (C): 0.132, atom 6 (C): -0.143

=====

2.
ORCA calculation (wB97M-V/def2-TZVPD) on C29H27Cl3F5GeN3O3Rh as an isolated structure.

## Properties
HOMO energy (alpha / beta): -13.107 / -13.860 eV
Multiplicity: 6
Charge: +2

The geometry in XYZ format:
```
72
Properties=species:S:1:pos:R:3:forces:R:3
Rh -0.09364 0.51072 1.68814 -0.4 0.1 -0.3
C 3.29570 4.85577 0.87100 -0.1 0.0 0.0
O 3.02157 3.45369 0.66661 0.0 0.0 0.0
C 1.92977 2.90213 1.13953 0.1 0.1 -0.1
O 1.74500 1.69651 0.96216 0.0 -0.1 0.1
N 1.03477 3.67769 1.79197 0.0 -0.1 0.0
N -0.09648 3.03499 2.29323 0.1 0.0 0.2
H 4.25524 5.02975 0.40247 0.1 0.0 0.0
H 3.36848 5.08169 1.93482 0.0 0.0 0.0
H 2.53805 5.46936 0.38363 0.0 0.0 0.0
H 1.19194 4.65491 1.97309 0.0 0.0 0.0
H -0.94257 3.42673 1.89431 0.0 0.0 0.0
H -0.13327 3.11246 3.30449 0.0 0.0 0.0
Cl 4.13790 -0.60364 5.15833 0.2 0.0 0.0
C 2.42577 -0.88632 5.42031 -0.1 0.0 -0.4
Cl 2.11924 -2.54754 5.88556 0.0 -0.2 0.1
Cl 1.76551 0.23346 6.59349 -0.1 0.2 0.2
C 1.73226 -0.64080 4.13538 0.3 -0.2 0.3
N 1.20075 -0.45771 3.14164 -0.1 0.2 0.2
C 2.66680 -1.52291 0.35515 -0.2 0.0 0.3
Ge 1.26588 -0.59415 -0.63152 0.1 -0.2 -0.8
C 2.11737 0.45405 -2.02535 0.1 0.6 0.0
C 3.11736 -0.16249 -2.77936 -0.1 0.1 -0.1
C 3.82365 0.56244 -3.73387 -0.1 -0.1 0.0
C 3.53130 1.90107 -3.95057 0.0 0.0 0.0
C 2.52698 2.51992 -3.21743 -0.1 0.0 0.0
C 1.82564 1.80092 -2.25680 0.1 -0.1 -0.1
C 0.37727 -1.96534 -1.79466 -0.2 -0.4 0.2
C 0.83871 -3.30809 -1.74008 -0.2 0.4 0.0
C 0.19582 -4.32083 -2.41493 -0.2 0.0 -0.2
C -0.91363 -4.02732 -3.22492 0.1 -0.1 0.0
C -1.38095 -2.70920 -3.35425 0.1 -0.1 0.0
C -2.48004 -2.41874 -4.17674 -0.1 0.1 0.0
C -2.92141 -1.10327 -4.33175 0.0 -0.1 0.0
C -2.27783 -0.07926 -3.66165 0.1 0.0 0.1
C -1.18834 -0.35449 -2.82557 -0.1 0.1 -0.1
C -0.72655 -1.66279 -2.64665 0.3 -0.2 0.1
H 3.30587 -2.00584 -0.38571 0.1 0.0 0.1
H 2.27999 -2.25708 1.06095 0.1 0.0 0.0
H 3.23990 -0.76425 0.88561 0.1 -0.1 0.0
H 3.34984 -1.21496 -2.64405 0.0 0.1 0.0
H 4.60174 0.07770 -4.30916 0.0 0.0 0.0
H 4.07977 2.45970 -4.69774 0.0 0.0 0.0
H 2.29421 3.56310 -3.39392 0.0 0.0 0.0
H 1.04408 2.29767 -1.68960 0.0 0.0 0.0
H 1.70454 -3.55712 -1.14026 0.0 0.1 0.1
H 0.54538 -5.34179 -2.32522 0.0 0.0 0.0
H -1.40632 -4.81905 -3.77845 0.0 0.0 0.0
H -2.98770 -3.22967 -4.68791 0.0 0.1 0.0
H -3.76236 -0.88462 -4.97631 0.0 0.0 0.0
H -2.61528 0.94122 -3.78917 0.0 0.0 0.0
H -0.67228 0.45870 -2.33127 0.0 0.1 0.0
F -1.35642 0.23487 4.66257 0.0 0.0 -0.1
C -2.32048 0.61830 3.79841 0.0 0.0 0.1
C -2.01383 0.88783 2.48220 0.3 -0.1 -0.1
C -3.05062 1.28751 1.67163 0.0 0.0 -0.1
F -2.79960 1.57230 0.36752 0.1 0.0 0.0
C -4.35060 1.40401 2.11678 -0.2 0.1 -0.1
F -5.33191 1.77592 1.30098 0.0 0.0 0.0
C -4.62552 1.11328 3.44373 -0.2 0.0 0.1
F -5.86409 1.21589 3.89822 0.1 0.0 0.0
C -3.60688 0.71773 4.29424 -0.1 0.0 0.2
F -3.87555 0.44360 5.56451 0.0 0.0 0.0
C -2.63764 -3.19096 -0.01844 0.1 -0.1 0.0
C -2.34519 -1.76075 0.36543 0.0 0.0 0.1
O -1.08022 -1.65389 1.06642 0.1 -0.1 0.1
H -3.60534 -3.25130 -0.51936 0.0 0.0 0.0
H -2.68656 -3.83116 0.86602 0.0 0.0 0.0
H -1.86910 -3.58499 -0.68854 -0.1 0.0 0.1
H -3.13611 -1.34998 0.99245 0.0 0.0 0.1
H -2.24086 -1.12308 -0.50957 0.0 0.0 0.0
H -1.09887 -2.26221 1.81782 0.0 0.0 0.0
```
Positions in Å, forces in eV/Å.

These are the natural (NBO) partial charges, in e, on atoms 1 to 6: atom 1 (Rh): 1.138, atom 2 (C): -0.278, atom 3 (O): -0.456, atom 4 (C): 0.927, atom 5 (O): -0.700, atom 6 (N): -0.484

=====

> charge of number 1 (C29H27BrCoN3PS2Se2)?

+1

=====

> The lowest multiplicity belongs to which entry?

C29H27BrCoN3PS2Se2

=====

> Which value of charge does entry 2 give?

+2

=====

> The highest multiplicity belongs to which entry?

C29H27Cl3F5GeN3O3Rh